Record 1
{"formula": "C42H57BF6N4O3P2Ti", "method": "wB97M-V/def2-TZVPD", "elements": ["Ti", "O", "C", "C", "C", "C", "C", "C", "C", "N", "N", "C", "O", "C", "C", "C", "C", "C", "C", "H", "H", "H", "H", "H", "H", "H", "H", "H", "H", "C", "C", "C", "C", "P", "C", "N", "B", "N", "C", "P", "C", "C", "C", "C", "C", "C", "C", "C", "C", "C", "C", "C", "C", "C", "C", "C", "C", "C", "H", "H", "H", "H", "H", "H", "H", "H", "H", "H", "H", "H", "H", "H", "H", "H", "H", "H", "H", "H", "H", "H", "H", "H", "H", "H", "H", "H", "H", "H", "H", "H", "H", "H", "H", "H", "H", "H", "H", "H", "H", "H", "H", "H", "C", "C", "O", "C", "F", "F", "F", "C", "F", "F", "F", "H", "H", "H"], "xyz": [[-0.503154, -0.788052, -0.309059], [0.705458, 0.129235, -1.306088], [0.728538, 1.013619, -2.315245], [1.892833, 1.238542, -3.031420], [1.912000, 2.161196, -4.068847], [0.747772, 2.865517, -4.393233], [-0.415857, 2.625998, -3.690155], [-0.465981, 1.690552, -2.638299], [-1.692532, 1.436483, -1.960684], [-1.825812, 0.516892, -0.990173], [-3.104945, 0.472232, -0.429119], [-3.165805, -0.518686, 0.384090], [-2.135836, -1.291172, 0.584311], [-4.449894, -0.857458, 1.051616], [-4.472704, -1.869656, 2.000351], [-5.663331, -2.204289, 2.635296], [-6.832626, -1.525817, 2.323219], [-6.808990, -0.510923, 1.372036], [-5.621907, -0.178352, 0.736750], [2.779206, 0.682186, -2.751148], [2.828606, 2.333996, -4.618469], [0.752166, 3.588081, -5.199771], [-1.326599, 3.157298, -3.947006], [-2.580650, 1.997330, -2.227250], [-3.550409, -2.387066, 2.230091], [-5.672421, -2.994153, 3.376332], [-7.762208, -1.787426, 2.814108], [-7.717914, 0.022692, 1.121914], [-5.584881, 0.606596, -0.007414], [3.419536, -0.387700, 2.719141], [3.792085, -1.087197, 1.408401], [5.192508, -1.667293, 1.603200], [3.895850, -0.024656, 0.296771], [2.441026, -2.268736, 0.750247], [1.279310, -2.578592, 2.182842], [0.577905, -1.375842, 2.614281], [0.012422, -0.282151, 1.805239], [-0.354724, 0.703244, 2.813754], [-0.860197, 2.062831, 2.741399], [-0.666278, 2.965069, 1.131167], [-2.006008, 4.247881, 1.410839], [-2.064048, 4.962317, 2.767400], [-1.873846, 5.282235, 0.284345], [-3.341907, 3.507102, 1.202912], [1.012529, 3.772595, 1.354597], [1.982844, 2.673758, 1.786077], [1.112717, 4.933336, 2.339714], [1.459253, 4.247282, -0.041253], [-0.154215, 0.173455, 4.087666], [-0.409001, 0.716781, 5.336428], [-0.086593, -0.033599, 6.471113], [0.479023, -1.295245, 6.349582], [0.737445, -1.844874, 5.091368], [0.417172, -1.103897, 3.966002], [3.120677, -4.017700, 0.562221], [3.864854, -4.057413, -0.777804], [1.886350, -4.933181, 0.444789], [4.008709, -4.602539, 1.670274], [4.248268, 0.277048, 2.991735], [3.275518, -1.091985, 3.542661], [2.522805, 0.219475, 2.642189], [5.877965, -0.828265, 1.768342], [5.556075, -2.212084, 0.731004], [5.258232, -2.316687, 2.474674], [4.573057, 0.777541, 0.613528], [2.925211, 0.407179, 0.055405], [4.289143, -0.456599, -0.629264], [1.806101, -3.014214, 3.033469], [0.565288, -3.319803, 1.825043], [-0.351538, 2.647727, 3.517410], [-1.922138, 2.073834, 3.000661], [-1.357885, 5.787039, 2.838914], [-1.877647, 4.286786, 3.604585], [-3.067512, 5.379369, 2.909175], [-0.927331, 5.823952, 0.327733], [-2.682350, 6.017709, 0.362114], [-1.941846, 4.804089, -0.696867], [-3.650957, 2.967081, 2.100117], [-3.306731, 2.792183, 0.376528], [-4.121329, 4.246440, 0.985909], [1.828657, 2.352344, 2.819010], [3.008510, 3.050154, 1.698002], [1.897770, 1.796271, 1.146095], [0.782972, 4.655810, 3.344546], [0.535597, 5.800473, 2.018878], [2.160818, 5.246646, 2.412551], [1.571347, 3.408520, -0.732468], [2.424990, 4.760022, 0.035917], [0.745441, 4.939239, -0.493614], [-0.858148, 1.695802, 5.440711], [-0.286585, 0.374876, 7.453959], [0.719251, -1.866151, 7.238027], [1.166814, -2.834782, 5.008756], [4.753859, -3.422028, -0.770080], [3.222531, -3.713589, -1.592023], [4.187869, -5.081740, -0.997191], [1.066605, -4.469316, -0.108756], [1.512328, -5.213692, 1.431354], [2.180556, -5.853540, -0.070845], [5.047842, -4.295856, 1.594466], [3.987974, -5.695350, 1.589396], [3.647417, -4.347423, 2.670108], [-0.382957, -4.722465, -2.260615], [-0.874260, -3.280976, -2.111108], [-0.335347, -2.691101, -1.010636], [-0.435612, -2.495347, -3.371885], [-0.939563, -1.258193, -3.433135], [-0.797876, -3.128258, -4.511819], [0.900225, -2.384797, -3.391996], [-2.418690, -3.311192, -1.989005], [-2.988001, -2.104434, -2.009217], [-2.982532, -4.030230, -2.988939], [-2.761877, -3.900913, -0.837774], [0.705080, -4.719564, -2.307820], [-0.779704, -5.193559, -3.154663], [-0.689222, -5.297844, -1.387893]], "atomic_forces_ev_per_a": [[0.855, -1.256, -0.338], [0.609, 0.621, -0.987], [-0.212, -0.347, 0.596], [0.187, 0.149, -0.090], [-0.073, 0.031, 0.061], [0.031, -0.087, 0.058], [0.026, 0.049, -0.015], [-0.286, 0.234, -0.151], [0.196, -0.284, 0.327], [-0.609, 0.484, -0.148], [0.273, 0.587, -0.667], [-0.218, -0.753, 0.280], [-0.918, 0.029, 0.478], [0.380, 0.167, -0.050], [-0.124, -0.142, 0.158], [0.098, 0.041, -0.049], [-0.025, 0.011, -0.021], [0.090, 0.006, -0.027], [-0.185, 0.057, 0.048], [-0.012, -0.010, -0.019], [-0.001, 0.004, -0.017], [0.016, 0.002, -0.001], [0.018, 0.005, -0.011], [-0.020, 0.024, -0.013], [-0.014, 0.000, -0.014], [-0.014, -0.001, -0.004], [0.005, 0.003, 0.009], [-0.012, -0.017, 0.010], [0.001, -0.018, 0.010], [0.033, -0.041, 0.085], [0.026, 0.070, -0.152], [0.073, -0.047, -0.016], [0.041, -0.002, 0.004], [-0.235, 0.169, 0.235], [-0.005, 0.298, 0.078], [-0.062, -0.011, 0.095], [0.347, -0.339, 0.587], [-0.003, -0.010, 0.056], [0.052, -0.007, 0.163], [0.001, -0.511, -0.048], [-0.073, 0.171, -0.138], [-0.065, 0.032, 0.025], [-0.045, 0.056, 0.020], [-0.001, 0.032, -0.055], [0.059, 0.202, -0.183], [0.066, 0.006, 0.045], [0.085, 0.025, 0.073], [-0.056, 0.057, -0.010], [0.056, 0.209, -0.128], [0.017, -0.055, 0.086], [0.007, 0.003, -0.089], [-0.005, 0.024, -0.075], [-0.030, 0.052, 0.095], [0.139, -0.124, -0.250], [0.042, -0.079, -0.027], [0.054, 0.016, -0.039], [-0.071, 0.045, -0.037], [-0.097, -0.056, 0.016], [-0.035, -0.006, 0.016], [0.021, -0.012, -0.040], [-0.018, -0.047, -0.048], [0.010, -0.040, 0.003], [-0.024, -0.005, 0.018], [-0.033, -0.027, 0.026], [-0.019, -0.015, -0.015], [-0.008, -0.045, -0.011], [-0.009, -0.033, 0.048], [0.015, 0.011, 0.041], [-0.044, -0.056, -0.005], [-0.035, -0.003, 0.027], [-0.073, 0.017, -0.037], [0.012, -0.021, -0.002], [-0.044, 0.012, -0.019], [0.027, 0.016, -0.024], [-0.069, 0.016, 0.045], [0.000, -0.032, -0.004], [0.013, -0.012, 0.035], [0.026, -0.054, -0.027], [0.020, 0.039, 0.053], [0.003, -0.017, 0.048], [-0.034, 0.055, -0.022], [-0.006, -0.013, 0.032], [-0.080, 0.013, -0.016], [-0.008, -0.010, -0.041], [0.033, -0.011, -0.030], [-0.018, -0.004, 0.024], [-0.032, -0.029, 0.048], [-0.013, -0.031, -0.001], [0.085, -0.015, 0.028], [-0.005, -0.003, -0.004], [-0.004, -0.001, -0.007], [-0.008, 0.002, -0.002], [0.001, -0.004, 0.008], [-0.030, -0.024, -0.011], [-0.022, -0.032, 0.029], [-0.003, 0.032, 0.014], [0.148, 0.013, 0.045], [0.003, -0.007, -0.019], [-0.021, -0.004, 0.011], [0.029, 0.080, -0.028], [0.032, 0.019, 0.007], [-0.008, 0.006, -0.030], [0.027, -0.113, -0.044], [0.043, 0.047, 0.125], [-0.057, 0.934, 0.388], [-0.091, -0.194, -0.025], [0.024, -0.045, 0.002], [0.000, 0.086, -0.085], [0.013, -0.034, -0.065], [0.158, -0.080, -0.122], [-0.029, -0.034, -0.070], [-0.125, -0.003, -0.023], [-0.086, -0.101, -0.006], [-0.026, 0.044, -0.017], [-0.027, -0.065, -0.068], [-0.013, 0.061, 0.012]], "homo_lumo_gap_ev": [5.32, 7.57], "s2": 0.79, "charge": -1, "e_homo_ev": [-2.84, -5.09], "spin_multiplicity": 2, "de_lowest_kj_mol": 0.0}

Record 2
{"formula": "C42H58BiBrN9O4PSSeTe", "method": "wB97M-V/def2-TZVPD", "elements": ["Bi", "C", "N", "C", "C", "N", "N", "C", "N", "N", "H", "H", "H", "H", "H", "H", "H", "H", "H", "H", "H", "C", "O", "C", "C", "C", "Br", "C", "C", "C", "O", "C", "N", "C", "C", "C", "C", "C", "C", "N", "H", "H", "H", "H", "H", "H", "H", "H", "H", "H", "H", "N", "C", "O", "O", "Te", "C", "C", "C", "C", "S", "H", "H", "H", "Se", "C", "N", "C", "C", "C", "C", "C", "C", "P", "C", "C", "C", "C", "C", "C", "C", "C", "C", "C", "C", "C", "H", "H", "H", "H", "H", "H", "H", "H", "H", "H", "H", "H", "H", "H", "H", "H", "H", "H", "H", "H", "H", "H", "H", "H", "H", "H", "H", "H", "H", "H", "H", "H", "H"], "xyz": [[0.712808, -0.792933, -0.384565], [-0.498577, -5.160318, 3.349672], [0.129072, -4.654304, 2.134203], [1.027230, -5.531585, 1.409720], [0.202047, -3.324836, 1.871967], [1.012336, -2.769456, 1.047942], [-0.673730, -2.536296, 2.615399], [-1.142955, -1.290545, 2.344977], [-1.848578, -0.762448, 3.384329], [-0.980429, -0.653793, 1.218445], [-0.347566, -6.235957, 3.380053], [-1.574183, -4.979748, 3.335281], [-0.065850, -4.720832, 4.250767], [0.669181, -6.553098, 1.512486], [2.055695, -5.481642, 1.784280], [1.017068, -5.285529, 0.347693], [1.602046, -3.420320, 0.547248], [-0.834332, -2.839480, 3.574716], [-1.535782, -1.076296, 4.308999], [-2.012516, 0.230274, 3.330071], [-1.441487, 0.247694, 1.232952], [3.132293, -2.808077, -2.287943], [1.810077, -2.855679, -1.753954], [0.814929, -3.264156, -2.630655], [0.988244, -4.170078, -3.596780], [-0.144537, -4.571258, -4.403326], [0.197110, -5.744105, -5.848896], [-1.392993, -4.163143, -4.113370], [-1.641065, -3.264248, -3.023588], [-0.490806, -2.527292, -2.409968], [-0.656913, -2.252161, -1.064296], [-2.921343, -2.964841, -2.621898], [-3.279008, -2.161072, -1.573499], [-4.650827, -2.104986, -1.449892], [-5.471785, -1.447916, -0.557110], [-6.846625, -1.598774, -0.720615], [-7.371921, -2.379167, -1.743249], [-6.542774, -3.046107, -2.642559], [-5.181940, -2.895431, -2.475492], [-4.101020, -3.418605, -3.168520], [3.505978, -3.812926, -2.493422], [3.755089, -2.342298, -1.525545], [3.139254, -2.208248, -3.199096], [1.947586, -4.631437, -3.780083], [-2.215238, -4.534783, -4.711059], [-2.559494, -1.822044, -0.947311], [-5.068155, -0.841186, 0.241055], [-7.516151, -1.095859, -0.037094], [-8.444371, -2.474394, -1.844305], [-6.951083, -3.656943, -3.435299], [-4.158486, -3.977548, -3.998260], [4.939583, 0.687334, -1.489012], [4.573211, 0.153165, -0.537116], [0.554976, -0.463581, -2.488624], [-0.440021, -1.261909, -3.117087], [3.874214, -0.723774, 1.226543], [5.716407, -1.566864, 1.646487], [6.031803, -2.897591, 1.568256], [7.377851, -3.154061, 1.929246], [8.046809, -2.015663, 2.267609], [7.051481, -0.638463, 2.167458], [5.327081, -3.653537, 1.260483], [7.830713, -4.132673, 1.927216], [9.076738, -1.923697, 2.566958], [0.121652, -1.758152, 5.941548], [1.304825, -1.257699, 4.602267], [1.978983, -0.956368, 3.710157], [-3.830953, 4.582086, -0.553434], [-3.651308, 3.797304, 0.754440], [-2.478698, 2.813287, 0.662637], [-1.351216, 3.397127, -0.198154], [-1.844571, 3.491944, -1.654756], [-3.356709, 3.748875, -1.736723], [0.157409, 2.356507, -0.061347], [1.438258, 2.977433, -1.237564], [1.192010, 2.615075, -2.705703], [2.515069, 2.698094, -3.476841], [3.402407, 3.847357, -2.974132], [2.537454, 4.959217, -2.394964], [1.817531, 4.467923, -1.131006], [0.948143, 2.766563, 1.576186], [0.526817, 1.819891, 2.711745], [1.010589, 2.349281, 4.054210], [0.258193, 3.634723, 4.420154], [-0.140372, 4.429636, 3.169579], [0.875406, 4.241498, 2.047041], [-3.251428, 5.508743, -0.516110], [-4.873857, 4.877467, -0.675143], [-4.565589, 3.248105, 0.991666], [-3.478865, 4.488536, 1.583501], [-2.802882, 1.875991, 0.196919], [-2.132356, 2.564112, 1.668835], [-1.124028, 4.402384, 0.175087], [-1.602370, 2.570915, -2.192351], [-1.305247, 4.296836, -2.158974], [-3.897275, 2.798479, -1.747319], [-3.589263, 4.241003, -2.682156], [2.310582, 2.385339, -0.916864], [0.467210, 3.315984, -3.127254], [0.763497, 1.618750, -2.810157], [2.295507, 2.833258, -4.538670], [3.051420, 1.751370, -3.383770], [4.030140, 4.223445, -3.783107], [4.086321, 3.481345, -2.203506], [1.806334, 5.273098, -3.144622], [3.129665, 5.844280, -2.154445], [0.926974, 5.078566, -0.955657], [2.472660, 4.613899, -0.269375], [2.000781, 2.524102, 1.374272], [0.934279, 0.823444, 2.538303], [-0.562842, 1.720210, 2.749170], [2.085630, 2.535186, 3.984621], [0.886397, 1.589996, 4.828185], [0.876497, 4.256316, 5.070836], [-0.636662, 3.384786, 4.996095], [-0.229986, 5.490600, 3.411455], [-1.128098, 4.119286, 2.818798], [1.858727, 4.545950, 2.415716], [0.650814, 4.914180, 1.221662]], "atomic_forces_ev_per_a": [[-0.098, -0.275, -0.002], [-0.145, -0.020, -0.107], [0.108, 0.094, -0.057], [0.031, -0.084, 0.015], [0.098, 0.205, 0.147], [0.048, -0.044, 0.023], [-0.203, -0.492, 0.136], [0.091, 0.541, 0.274], [0.016, -0.114, -0.234], [-0.213, -0.296, -0.098], [0.005, 0.034, 0.050], [-0.007, 0.034, 0.034], [0.026, -0.006, 0.069], [0.023, 0.010, -0.006], [0.004, 0.025, -0.012], [-0.016, -0.044, -0.012], [-0.054, -0.018, -0.043], [0.065, 0.121, -0.126], [-0.063, 0.085, 0.098], [-0.010, -0.023, 0.012], [0.074, 0.038, 0.018], [0.047, -0.003, -0.014], [-0.104, -0.109, -0.051], [0.018, 0.061, -0.001], [-0.040, 0.014, -0.002], [-0.071, 0.101, 0.079], [-0.013, -0.046, -0.058], [0.171, -0.033, 0.015], [-0.034, -0.055, -0.067], [0.113, 0.069, -0.127], [-0.202, 0.068, 0.160], [0.078, -0.016, 0.015], [0.226, -0.033, -0.065], [-0.192, -0.033, -0.029], [-0.054, -0.009, -0.005], [-0.015, -0.003, -0.013], [-0.031, 0.006, 0.006], [0.048, 0.044, 0.058], [-0.139, 0.042, 0.079], [0.148, 0.012, -0.017], [0.006, 0.024, 0.008], [-0.002, -0.025, -0.071], [0.028, -0.012, 0.006], [0.018, -0.010, -0.009], [-0.020, -0.026, -0.010], [0.014, 0.006, -0.001], [0.045, 0.027, 0.030], [-0.028, 0.006, 0.015], [-0.007, 0.004, 0.004], [-0.016, -0.021, -0.030], [0.027, 0.001, 0.000], [-0.018, 0.078, -0.182], [-0.102, -0.191, 0.273], [0.087, 0.409, -0.173], [-0.226, -0.290, -0.057], [0.013, 0.409, 0.035], [0.103, -0.244, 0.036], [0.015, 0.176, 0.028], [-0.011, 0.003, -0.010], [0.011, -0.015, 0.011], [0.059, 0.070, 0.061], [-0.048, -0.057, -0.035], [0.019, -0.053, 0.008], [0.062, 0.008, 0.017], [0.484, 0.087, -0.507], [-0.682, -0.302, 0.638], [0.308, -0.076, -0.151], [-0.017, 0.036, -0.003], [-0.016, 0.000, 0.042], [0.043, -0.042, 0.013], [-0.040, 0.114, 0.104], [0.071, 0.004, -0.050], [-0.017, 0.001, -0.061], [0.201, -0.292, 0.074], [0.013, 0.084, -0.026], [-0.099, -0.002, -0.024], [0.005, -0.027, -0.072], [0.032, 0.009, -0.031], [0.020, 0.043, 0.014], [0.007, 0.012, 0.078], [0.085, 0.151, 0.007], [0.030, -0.064, -0.067], [-0.017, -0.055, 0.033], [-0.011, -0.002, 0.051], [0.000, 0.097, -0.011], [0.007, 0.002, -0.039], [0.014, 0.014, -0.004], [-0.002, 0.002, -0.004], [0.002, -0.006, -0.003], [-0.010, 0.004, -0.006], [-0.033, -0.023, -0.004], [0.010, -0.002, -0.004], [-0.020, -0.025, -0.017], [-0.004, -0.009, -0.011], [-0.008, -0.006, 0.000], [-0.015, -0.014, 0.008], [-0.017, 0.002, 0.006], [-0.015, -0.007, -0.022], [0.045, 0.010, -0.004], [-0.001, 0.037, -0.008], [0.000, -0.012, 0.000], [0.000, 0.002, 0.004], [0.008, 0.002, -0.005], [0.010, -0.007, 0.029], [-0.020, 0.005, -0.022], [0.016, -0.007, -0.004], [-0.024, 0.006, -0.031], [-0.021, 0.009, 0.043], [-0.016, 0.086, -0.018], [-0.062, 0.020, -0.003], [-0.034, 0.015, 0.006], [0.032, 0.018, -0.012], [-0.009, 0.015, -0.016], [0.019, -0.009, 0.006], [-0.004, 0.011, 0.003], [-0.015, 0.002, -0.011], [-0.029, -0.032, -0.009], [0.035, -0.011, 0.007], [-0.004, 0.008, -0.003]], "homo_lumo_gap_ev": 6.46, "e_homo_ev": -6.55, "de_lowest_kj_mol": 10.9}

> Number 2 is which compound?

C42H58BiBrN9O4PSSeTe